[1]
C3H6N2S2 | the ωB97M-V functional and the def2-TZVPD basis

Results
2S+1 ... 3
HOMO level (alpha / beta) ... -6.11 / -8.87 eV
HOMO-LUMO gap (alpha / beta) ... 6.6 / 6.3 eV
Expectation value of S² ... 2.0090
Energy above the lowest of the compared OMol25 structures with the same formula, charge and spin ... 260.6 kJ/mol

Structure (XYZ):
```
13
Properties=species:S:1:pos:R:3:nbo_charge:R:1
C -0.469 -0.173 0.165 0.10
C -1.814 1.743 -0.575 -0.08
C 1.813 -1.174 -0.477 -0.78
N -1.186 -1.055 -0.050 -0.71
N -2.564 2.472 0.117 -0.62
S -2.359 -2.053 0.028 0.38
S 1.132 0.404 0.087 0.34
H -0.717 1.817 -0.555 0.16
H -2.442 1.029 -1.161 0.18
H 1.323 -2.083 0.052 0.24
H 2.864 -1.109 -0.549 0.23
H 1.497 -1.312 -1.590 0.22
H -2.070 3.138 0.726 0.32
```

[2]
C2H8NO | the ωB97M-V functional and the def2-TZVPD basis

Results
Total charge ... +1
HOMO level ... -16.28 eV
HOMO-LUMO gap ... 10.6 eV
Energy above the lowest of the compared OMol25 structures with the same formula, charge and spin ... 154.2 kJ/mol

Structure (XYZ):
```
12
Properties=species:S:1:pos:R:3:nbo_charge:R:1
O 1.930 0.544 0.767 -0.99
H 0.624 -0.537 -0.192 0.47
H 2.635 0.807 0.093 0.51
H 2.361 0.483 1.637 0.51
C -0.906 0.246 -1.418 -0.44
C -1.164 -0.647 0.815 0.15
N -0.376 -0.383 -0.205 -0.38
H -1.965 0.443 -1.262 0.23
H -0.438 1.226 -1.453 0.24
H -0.757 -0.316 -2.338 0.26
H -0.927 -1.457 1.464 0.23
H -1.915 0.085 0.965 0.22
```

[3]
C38H78BF3NO12PS4 | the ωB97M-V functional and the def2-TZVPD basis

Results
SMILES string ... CCOCCOCCOC[C@@]1(P(C)C)OS(=O)(=O)[C@@H](B(C)O)[C@@H](S)[C@@]1(CCCSC(=S)N1CCOCC1)CCC(F)=C(F)F.CC(C)O.CC(C)O.CC(C)O.CC(C)O
HOMO level ... -8.06 eV
HOMO-LUMO gap ... 8.0 eV

Structure (XYZ):
```
138
Properties=species:S:1:pos:R:3:lowdin_charge:R:1
C 1.671 6.063 0.282 -0.06
C 1.699 6.191 -1.236 -0.26
O 2.290 5.039 -1.815 -0.16
C 1.656 4.607 -2.986 -0.20
C 2.577 3.685 -3.785 -0.17
O 3.497 3.034 -2.935 -0.15
C 3.928 1.765 -3.418 -0.16
C 3.870 0.734 -2.321 -0.19
O 2.605 0.124 -2.280 -0.14
C 2.434 -0.684 -1.130 -0.22
C 0.942 -0.957 -0.978 -0.46
P 0.053 0.740 -0.883 1.03
C 1.180 1.982 -0.165 -0.25
C -0.289 1.222 -2.600 -0.27
O 0.410 -1.533 -2.193 -0.22
S 0.893 -2.976 -2.641 0.66
O -0.109 -3.440 -3.569 -0.25
O 2.253 -2.958 -3.097 -0.23
C 0.713 -3.962 -1.188 -0.25
B 1.410 -5.396 -1.319 -0.56
C 0.675 -6.598 -0.606 0.02
O 2.574 -5.572 -1.991 0.16
C 1.081 -3.269 0.156 -0.50
S 2.887 -3.381 0.522 0.90
C 0.556 -1.827 0.271 -0.40
C -1.012 -1.831 0.370 -0.14
C -1.691 -3.076 0.960 -0.24
C -3.124 -2.757 1.421 -0.43
S -4.318 -3.932 0.697 0.91
C -5.665 -2.856 0.290 -1.14
S -7.182 -3.296 0.676 0.70
N -5.246 -1.699 -0.373 -0.20
C -4.987 -1.948 -1.817 -0.13
C -6.251 -1.822 -2.630 -0.19
O -6.733 -0.495 -2.521 -0.12
C -7.197 -0.280 -1.205 -0.21
C -6.102 -0.512 -0.167 -0.16
C 1.112 -1.135 1.524 -0.15
C 0.910 -1.910 2.855 -0.10
C -0.066 -1.180 3.713 -0.19
F 0.430 -0.013 4.243 0.06
C -1.344 -1.530 3.986 -0.26
F -2.350 -0.631 3.874 0.11
F -1.780 -2.725 4.425 0.11
H 0.673 6.229 0.680 0.07
H 2.302 6.826 0.736 0.07
H 2.045 5.093 0.594 0.07
H 0.684 6.323 -1.619 0.11
H 2.257 7.083 -1.535 0.12
H 0.712 4.091 -2.768 0.11
H 1.405 5.454 -3.633 0.13
H 1.945 2.964 -4.305 0.11
H 3.113 4.300 -4.514 0.13
H 3.343 1.450 -4.280 0.13
H 4.986 1.850 -3.679 0.13
H 4.669 0.001 -2.478 0.14
H 4.116 1.242 -1.380 0.12
H 2.844 -0.166 -0.265 0.11
H 3.021 -1.588 -1.303 0.09
H 1.080 2.014 0.917 0.03
H 2.231 1.926 -0.440 0.04
H 0.826 2.949 -0.532 0.03
H 0.576 1.210 -3.261 0.03
H -0.743 2.212 -2.572 0.03
H -1.027 0.539 -3.013 0.04
H -0.360 -4.138 -1.125 0.11
H 0.806 -6.577 0.479 0.07
H -0.398 -6.474 -0.766 0.07
H 0.967 -7.569 -0.999 0.07
H 2.955 -6.416 -1.749 0.11
H 0.632 -3.905 0.911 0.08
H 2.892 -4.606 1.058 -0.11
H -1.283 -0.994 1.006 0.09
H -1.449 -1.680 -0.615 0.12
H -1.146 -3.559 1.768 0.10
H -1.775 -3.829 0.177 0.08
H -3.242 -2.867 2.495 0.06
H -3.419 -1.772 1.075 0.08
H -4.200 -1.286 -2.174 0.13
H -4.620 -2.970 -1.914 0.11
H -6.978 -2.546 -2.249 0.12
H -6.036 -2.044 -3.672 0.10
H -7.492 0.768 -1.156 0.12
H -8.076 -0.891 -0.987 0.10
H -6.551 -0.585 0.820 0.11
H -5.449 0.363 -0.167 0.12
H 0.651 -0.154 1.633 0.10
H 2.175 -0.948 1.437 0.09
H 1.871 -1.911 3.376 0.12
H 0.633 -2.953 2.735 0.11
C -5.398 -1.003 -7.907 -0.06
C -6.529 -1.618 -7.097 -0.49
C -7.835 -0.865 -7.295 -0.06
O -6.184 -1.646 -5.710 -0.07
H -5.224 0.029 -7.592 0.08
H -4.472 -1.556 -7.751 0.08
H -5.629 -1.003 -8.973 0.08
H -6.660 -2.661 -7.389 0.14
H -7.730 0.170 -6.961 0.08
H -8.631 -1.321 -6.707 0.08
H -8.134 -0.861 -8.344 0.08
H -6.060 -0.736 -5.418 0.09
C 1.979 2.390 4.912 -0.07
C 2.600 3.763 4.711 -0.50
C 3.581 4.104 5.822 -0.06
O 1.578 4.757 4.638 -0.05
H 1.418 2.362 5.850 0.09
H 1.283 2.165 4.108 0.06
H 2.742 1.611 4.943 0.08
H 3.116 3.794 3.750 0.13
H 3.068 4.123 6.788 0.08
H 4.014 5.092 5.660 0.08
H 4.390 3.374 5.876 0.08
H 1.106 4.751 5.476 0.08
C 5.361 5.565 -0.241 -0.05
C 6.431 4.603 -0.737 -0.49
C 7.327 5.258 -1.778 -0.06
O 5.823 3.433 -1.274 -0.06
H 4.714 5.870 -1.068 0.07
H 4.727 5.080 0.502 0.08
H 5.804 6.457 0.205 0.08
H 7.039 4.266 0.105 0.14
H 6.736 5.560 -2.647 0.08
H 8.086 4.556 -2.124 0.08
H 7.826 6.141 -1.377 0.08
H 5.274 3.700 -2.024 0.06
C -0.670 -3.231 8.999 -0.06
C 0.358 -3.913 8.109 -0.50
C 1.118 -2.901 7.265 -0.06
O -0.279 -4.874 7.269 -0.05
H -1.407 -2.701 8.388 0.08
H -1.207 -3.969 9.595 0.08
H -0.201 -2.513 9.672 0.08
H 1.059 -4.475 8.727 0.14
H 0.425 -2.369 6.606 0.07
H 1.848 -3.406 6.631 0.08
H 1.639 -2.173 7.887 0.08
H -0.907 -4.404 6.711 0.07
```

[4]
C4H10NO | the ωB97M-V functional and the def2-TZVPD basis

Results
Total charge ... -2
2S+1 ... 2
HOMO level (alpha / beta) ... 4.35 / 0.40 eV
HOMO-LUMO gap (alpha / beta) ... 2.9 / 6.7 eV
Expectation value of S² ... 0.7512
Energy above the lowest of the compared OMol25 structures with the same formula, charge and spin ... 80.8 kJ/mol

Structure (XYZ):
```
16
Properties=species:S:1:pos:R:3:nbo_charge:R:1
C 2.054 0.666 0.436 -1.17
N 0.822 0.233 -0.157 -0.50
C 0.872 -1.189 -0.463 -0.45
C -0.400 0.694 0.539 -0.25
C -1.803 0.418 -0.183 0.01
O -2.090 -0.865 -0.384 -0.96
H 2.901 0.931 -0.203 0.12
H 1.945 1.519 1.132 0.16
H 2.434 -0.157 1.102 0.12
H -0.055 -1.436 -0.984 0.25
H 1.741 -1.378 -1.096 0.16
H 0.964 -1.831 0.427 0.14
H -0.382 1.773 0.717 0.16
H -0.501 0.176 1.517 0.13
H -2.528 0.972 0.475 0.04
H -1.840 1.131 -1.099 0.04
```

[5]
C4H5FN2S | the ωB97M-V functional and the def2-TZVPD basis

Results
SMILES string ... F[C@H]1CC=NNC1=S
HOMO level ... -8.81 eV
HOMO-LUMO gap ... 8.7 eV
Energy above the lowest of the compared OMol25 structures with the same formula, charge and spin ... 146.4 kJ/mol

Structure (XYZ):
```
13
Properties=species:S:1:pos:R:3:nbo_charge:R:1
F 0.264 1.489 -1.292 -0.35
C 0.395 0.985 -0.010 0.13
C -0.918 0.657 0.597 -0.52
C -1.485 -0.534 -0.165 0.08
N -0.745 -1.453 -0.613 -0.22
N 0.642 -1.352 -0.452 -0.42
C 1.291 -0.242 -0.088 0.08
S 2.962 -0.148 -0.079 -0.11
H 1.020 1.695 0.507 0.21
H -1.529 1.566 0.899 0.26
H -0.515 0.260 1.595 0.25
H -2.519 -0.752 -0.214 0.21
H 1.137 -2.170 -0.684 0.41
```

[6]
C8H10BeF6N5O19 | the ωB97M-V functional and the def2-TZVPD basis

Results
Total charge ... -3
HOMO level ... 0.70 eV
HOMO-LUMO gap ... 4.9 eV
Energy above the lowest of the compared OMol25 structures with the same formula, charge and spin ... 191.4 kJ/mol

Structure (XYZ):
```
49
Properties=species:S:1:pos:R:3:nbo_charge:R:1
Be -0.681 -0.754 0.730 1.61
N 1.148 -3.077 -0.344 0.70
O 1.690 -4.033 -0.947 -0.55
O 0.858 -3.110 0.867 -0.42
O 0.839 -2.029 -0.988 -0.64
N 0.650 -1.213 3.868 0.72
O 0.730 -0.547 2.779 -0.66
O 0.184 -0.688 4.869 -0.47
O 1.063 -2.397 3.886 -0.51
N -4.250 -1.054 0.201 0.72
O -4.901 -1.109 1.247 -0.44
O -4.695 -1.521 -0.868 -0.58
O -3.111 -0.501 0.218 -0.64
N -2.425 -3.429 2.754 0.72
O -3.592 -3.305 3.207 -0.53
O -1.888 -2.408 2.259 -0.59
O -1.811 -4.505 2.895 -0.55
N -2.125 1.016 3.373 0.72
O -1.653 1.697 4.314 -0.55
O -3.141 0.321 3.443 -0.44
O -1.532 1.114 2.246 -0.65
C 1.458 0.253 -4.698 -0.63
C 0.746 -0.323 -3.510 -0.10
O -0.657 -0.072 -3.679 -0.49
C -1.368 0.312 -2.639 0.73
O -0.979 0.274 -1.508 -0.58
C -2.824 0.779 -2.961 0.91
F -3.554 -0.316 -2.903 -0.27
F -3.272 1.749 -2.188 -0.29
F -2.837 1.244 -4.223 -0.35
H 2.493 -0.100 -4.696 0.21
H 1.583 1.332 -4.546 0.20
H 1.045 0.148 -5.700 0.21
H 1.206 0.047 -2.594 0.22
H 0.965 -1.388 -3.415 0.23
C 3.032 1.401 2.576 -0.62
C 3.609 1.212 1.167 -0.08
O 3.060 2.221 0.304 -0.51
C 1.851 1.992 -0.251 0.69
O 1.203 1.034 -0.009 -0.52
C 1.384 3.161 -1.131 0.90
F 0.290 3.660 -0.548 -0.29
F 2.299 4.111 -1.293 -0.31
F 1.050 2.669 -2.323 -0.32
H 1.982 1.685 2.564 0.27
H 3.486 2.274 3.065 0.17
H 3.339 0.581 3.221 0.23
H 3.368 0.229 0.762 0.22
H 4.687 1.363 1.145 0.17
```

[7]
C15H10NO4S3 | the ωB97M-V functional and the def2-TZVPD basis

Results
Total charge ... -1
HOMO level ... -3.94 eV
HOMO-LUMO gap ... 6.1 eV

Structure (XYZ):
```
33
Properties=species:S:1:pos:R:3:nbo_charge:R:1
S -0.677 3.934 0.985 -0.41
C -2.232 4.488 1.029 0.06
N -3.321 4.965 1.073 -0.54
C -0.318 -2.967 -3.825 -0.20
C 0.354 -2.651 -2.638 -0.17
C 0.214 -1.382 -2.083 -0.32
C -0.590 -0.438 -2.692 -0.21
C -1.281 -0.738 -3.863 -0.21
C -1.144 -2.005 -4.439 -0.20
S -0.748 1.140 -1.849 2.18
O 0.057 2.111 -2.557 -0.90
O -2.124 1.423 -1.562 -0.90
C 0.094 0.656 -0.357 -0.69
C -0.151 1.248 0.827 -0.06
C 0.453 0.734 2.049 -0.09
C 1.838 0.479 2.198 -0.18
C 2.355 -0.073 3.365 -0.22
C 1.519 -0.388 4.450 -0.20
C 0.138 -0.152 4.303 -0.22
C -0.361 0.467 3.162 -0.16
S 0.946 -0.908 -0.506 2.17
O 0.502 -1.827 0.520 -0.91
O 2.355 -0.683 -0.709 -0.93
H -0.186 -3.954 -4.278 0.22
H 0.998 -3.360 -2.120 0.23
H -1.909 0.044 -4.291 0.24
H -1.670 -2.224 -5.372 0.22
H -1.018 1.988 0.878 0.31
H 2.490 0.791 1.384 0.23
H 3.443 -0.181 3.416 0.21
H 1.946 -0.833 5.353 0.21
H -0.546 -0.402 5.118 0.21
H -1.424 0.697 3.030 0.22
```